# 1
103
Properties=species:S:1:pos:R:3 method="wB97M-V/def2-TZVPD" multiplicity=1 orbital_gap_ha=0.247 total_charge=-1
Pb -0.1560 -0.0504 -0.3699
C -0.6579 -0.1763 5.0670
C -1.8815 -0.4569 4.2127
S -1.4377 -1.3987 2.7241
C -3.0868 -1.5893 1.9890
C -3.8520 -0.3055 1.6807
S -3.2097 0.6910 0.2825
C -3.4825 2.3611 0.9528
C -2.6389 2.7988 2.1385
S -0.8678 2.8984 1.7579
C -0.2972 3.4989 3.3693
C -0.4578 2.5500 4.5497
S 0.5020 1.0202 4.3529
H -0.0729 -1.0885 5.1974
H -0.9508 0.1773 6.0571
H -2.3803 0.4749 3.9490
H -2.5864 -1.0727 4.7795
H -3.6800 -2.1976 2.6754
H -2.9028 -2.1650 1.0805
H -3.9011 0.3369 2.5590
H -4.8754 -0.5849 1.4220
H -4.5358 2.4505 1.2260
H -3.2973 3.0070 0.0924
H -2.7760 2.1103 2.9726
H -2.9648 3.7922 2.4595
H -0.8228 4.4323 3.5870
H 0.7555 3.7451 3.2168
H -1.5039 2.2786 4.6855
H -0.1212 3.0543 5.4579
S -1.1181 2.3367 -1.9848
C -0.1283 1.4495 -3.0500
N 0.7326 0.5430 -2.6493
C 1.4321 -0.0338 -3.6951
C 2.3872 -1.0392 -3.5789
C 3.0133 -1.4953 -4.7223
C 2.7048 -0.9623 -5.9770
C 1.7496 0.0315 -6.1054
C 1.1153 0.4842 -4.9559
S -0.1288 1.6884 -4.7847
H 2.6000 -1.4450 -2.6001
H 3.7518 -2.2839 -4.6493
H 3.2143 -1.3327 -6.8577
H 1.4981 0.4379 -7.0769
O 0.5746 -2.2434 -1.2377
S 0.1672 -3.6077 -0.8457
O 1.3467 -4.4538 -0.6837
O -0.7496 -3.6577 0.2720
C -0.7318 -4.2527 -2.2423
C -0.4087 -5.5522 -2.6207
C -1.0652 -6.1650 -3.6723
C -2.0523 -5.4741 -4.3571
C -2.3846 -4.1863 -3.9766
C -1.7367 -3.5555 -2.9154
S -2.3171 -1.8570 -2.6584
O -3.7385 -1.9412 -2.9160
O -1.5440 -1.0868 -3.6053
O -2.0546 -1.4744 -1.2516
H 0.3730 -6.0585 -2.0720
H -0.8045 -7.1763 -3.9590
H -2.5678 -5.9397 -5.1882
H -3.1640 -3.6368 -4.4855
N 8.5631 -6.9858 0.4269
C 7.8350 -6.0974 0.4789
C 6.9293 -4.9847 0.5619
C 5.5673 -5.1586 0.3215
C 4.6924 -4.0968 0.4362
C 5.1800 -2.8389 0.7928
C 6.5434 -2.6551 1.0030
C 7.4131 -3.7230 0.8951
N 4.2929 -1.7521 0.9353
C 4.5471 -0.5166 1.5069
C 3.3838 0.1715 1.4212
N 2.4113 -0.5960 0.8166
C 2.9876 -1.7355 0.5405
H 5.1905 -6.1337 0.0446
H 3.6388 -4.2515 0.2371
H 6.9327 -1.6744 1.2355
H 8.4724 -3.5798 1.0591
H 5.5016 -0.2426 1.9160
H 3.1694 1.1629 1.7820
H 2.5203 -2.5584 0.0312
C 3.3269 4.4056 -4.5792
C 3.7251 3.6231 -3.3305
C 2.6159 3.6379 -2.2900
S 2.8840 2.3863 -0.9838
O 3.7480 1.3215 -1.5663
C 4.0032 3.4119 0.0970
C 5.4641 3.0124 -0.0485
C 6.2628 3.2814 1.2236
H 4.1434 4.4227 -5.3027
H 3.0681 5.4387 -4.3342
H 2.4590 3.9456 -5.0522
H 4.6429 4.0410 -2.9052
H 3.9408 2.5845 -3.5871
H 1.6496 3.4015 -2.7310
H 2.5192 4.6028 -1.7899
H 3.6585 3.2320 1.1183
H 3.8270 4.4612 -0.1355
H 5.9113 3.5447 -0.8902
H 5.5030 1.9514 -0.3029
H 6.2451 4.3389 1.4972
H 7.3052 2.9851 1.0966
H 5.8516 2.7151 2.0629



# 2
100
Properties=species:S:1:pos:R:3 method="wB97M-V/def2-TZVPD" multiplicity=1 orbital_gap_ha="0.182 / 0.182" total_charge=-1
Ru -0.5831 -0.2270 0.2127
C 5.6858 -0.4121 -1.3544
C 4.4702 -0.7257 -0.4817
C 4.1434 0.4789 0.3980
C 4.7903 -1.9557 0.3737
N 3.3164 -1.0202 -1.3319
C 3.2727 -0.9230 -2.7023
C 2.0621 -1.3646 -3.1000
N 1.3413 -1.7412 -2.0013
B 0.0431 -2.5897 -2.1563
N -0.0339 -3.5934 -0.9940
C 0.8423 -4.6423 -0.9736
C 0.6850 -5.3096 0.1857
N -0.3088 -4.6850 0.8981
C -0.7223 -3.6092 0.1680
S -1.9582 -2.5225 0.5642
C -0.6974 -5.0451 2.2652
C -0.1841 -3.9666 3.2156
C -0.0702 -6.3879 2.6509
C -2.2165 -5.1926 2.3595
N -1.1814 -1.6981 -2.3155
C -2.1338 -1.9619 -3.2594
C -2.9861 -0.9162 -3.2788
N -2.5372 -0.0104 -2.3498
C -1.4381 -0.5080 -1.7332
S 0.8504 1.4958 -0.9201
C -3.2618 1.2325 -2.0650
C -3.9329 1.7488 -3.3458
C -2.3117 2.3199 -1.5763
C -4.2952 0.8825 -0.9905
C 2.0996 -1.4725 -0.9150
S 1.6206 -1.6635 0.6931
H 6.5510 -0.2586 -0.7150
H 5.5337 0.4918 -1.9378
H 5.9037 -1.2412 -2.0236
H 5.0055 0.7624 0.9947
H 3.3227 0.2314 1.0631
H 3.8431 1.3225 -0.2182
H 5.6391 -1.7484 1.0192
H 5.0291 -2.8072 -0.2598
H 3.9366 -2.2130 0.9929
H 4.0769 -0.5383 -3.2914
H 1.6522 -1.4450 -4.0842
H 0.1616 -3.2284 -3.1618
H 1.5081 -4.8273 -1.7903
H 1.2136 -6.1622 0.5494
H 0.9028 -3.9278 3.1906
H -0.5042 -4.1828 4.2311
H -0.5597 -2.9878 2.9298
H 1.0134 -6.3243 2.7048
H -0.3537 -7.1748 1.9545
H -0.4358 -6.6572 3.6376
H -2.7109 -4.2575 2.1189
H -2.4860 -5.4796 3.3720
H -2.5678 -5.9596 1.6715
H -2.1419 -2.8846 -3.8044
H -3.8590 -0.7631 -3.8773
H -3.2055 1.7839 -4.1548
H -4.2916 2.7577 -3.1643
H -4.7866 1.1506 -3.6540
H -1.5115 2.4926 -2.2914
H -1.8721 2.0375 -0.6259
H -2.8617 3.2446 -1.4249
H -5.0222 0.1675 -1.3779
H -4.8141 1.7713 -0.6454
H -3.7801 0.4229 -0.1441
Br -4.5894 -0.2394 6.2427
C -3.6639 0.3315 4.6926
C -4.1537 1.4101 3.9687
Br -5.7614 2.2679 4.4903
C -3.4719 1.8376 2.8383
Br -4.0245 3.3652 1.8592
C -2.3395 1.1738 2.3655
O -1.7162 1.5078 1.3094
C -1.8343 0.0139 3.1011
O -0.8268 -0.5844 2.6239
C -2.5195 -0.3382 4.2752
Br -1.8006 -1.7223 5.3521
C 2.5418 4.3126 1.1854
C 1.1781 3.8503 0.6181
C 0.1212 4.1452 1.6942
C 1.2255 2.3589 0.4508
C 0.9639 4.6211 -0.6715
C 0.0547 5.6675 -0.7845
C 0.0168 6.4597 -1.9206
C 0.8849 6.2229 -2.9688
C 1.7680 5.1610 -2.8845
C 1.8078 4.3720 -1.7513
H 2.7862 3.7421 2.0792
H 2.4838 5.3669 1.4512
H 3.3414 4.1750 0.4601
H 0.3835 3.5962 2.5977
H -0.8586 3.8148 1.3620
H 0.0881 5.2057 1.9404
H 1.5185 1.7963 1.3323
H -0.6483 5.8846 0.0034
H -0.6837 7.2811 -1.9798
H 0.8714 6.8532 -3.8473
H 2.4391 4.9464 -3.7039
H 2.5186 3.5609 -1.7049



# 3
95
Properties=species:S:1:pos:R:3 method="wB97M-V/def2-TZVPD" multiplicity=1 orbital_gap_ha=0.158 total_charge=-2
Na -1.1476 1.5984 0.3433
O 1.0404 1.2645 0.0681
C 1.9794 1.0914 -0.7398
C 3.2705 0.6062 -0.3137
C 4.3230 0.4531 -1.1752
C 4.2100 0.7479 -2.5461
C 2.9835 1.1889 -3.0017
C 1.8787 1.3493 -2.1644
C 0.6433 1.8149 -2.7704
N -0.4484 2.0234 -2.1594
C -1.5418 2.6216 -2.8807
C -1.6602 4.0944 -2.4815
N -1.7581 4.2113 -1.0495
C -0.8534 4.8990 -0.4786
C -0.6932 5.1422 0.9454
C 0.2060 6.1453 1.3124
C 0.4344 6.5070 2.6251
C -0.2709 5.8096 3.6210
C -1.1416 4.7996 3.3115
C -1.3930 4.3742 1.9540
O -2.1481 3.4075 1.6980
H 3.3692 0.3661 0.7380
H 5.2710 0.0892 -0.7863
H 5.0528 0.6341 -3.2172
H 2.8529 1.4204 -4.0581
H 0.7080 2.0143 -3.8625
H -2.4634 2.1068 -2.6028
H -1.4160 2.5585 -3.9820
H -2.5676 4.5036 -2.9465
H -0.7902 4.6435 -2.8875
H -0.0859 5.3989 -1.1012
H 0.7384 6.6603 0.5151
H 1.1394 7.2886 2.8782
H -0.1137 6.0694 4.6652
H -1.6701 4.2564 4.0864
C 0.4404 -1.0346 3.2521
N -0.6251 -0.1931 2.7806
C -0.4608 1.1540 3.2860
C -1.9266 -0.7706 3.0720
C -3.1104 -0.0558 2.4426
C -4.1510 0.3098 3.2928
C -5.2973 0.9107 2.7882
C -5.3761 1.1323 1.4221
C -4.3131 0.7604 0.6020
C -3.1221 0.1566 1.0440
H 0.4543 -1.1094 4.3616
H 1.4054 -0.6465 2.9247
H 0.3359 -2.0478 2.8579
H -0.3111 1.1609 4.3855
H -1.3402 1.7548 3.0581
H 0.4098 1.6142 2.8158
H -2.0742 -0.8467 4.1733
H -1.8976 -1.7956 2.6849
H -4.0663 0.1359 4.3648
H -6.1009 1.2158 3.4526
H -6.2538 1.6184 1.0027
H -4.4330 0.9634 -0.4644
C 3.0864 -5.5743 3.2333
C 4.1202 -5.1349 2.2049
N 3.5197 -4.6208 0.9827
C 3.1278 -5.6120 -0.0050
C 4.2890 -6.1076 -0.8559
C 3.0018 -3.3477 1.0450
O 3.0745 -2.6922 2.0718
C 2.3668 -2.8039 -0.1969
C 3.0359 -2.7812 -1.4146
C 2.4092 -2.2213 -2.5102
C 1.1167 -1.7363 -2.3416
N 0.4641 -1.7594 -1.1889
C 1.0919 -2.2515 -0.1295
H 3.5785 -5.9383 4.1361
H 2.4578 -6.3776 2.8469
H 2.4524 -4.7332 3.5034
H 4.7631 -5.9733 1.9242
H 4.7529 -4.3547 2.6263
H 2.3509 -5.1871 -0.6396
H 2.6716 -6.4585 0.5220
H 4.7325 -5.2893 -1.4203
H 3.9441 -6.8638 -1.5627
H 5.0730 -6.5550 -0.2425
H 4.0517 -3.1497 -1.4897
H 2.9135 -2.1301 -3.4617
H 0.5800 -1.2992 -3.1767
H 0.5589 -2.1991 0.8102
C -3.9977 0.6299 -5.2753
N -3.3856 0.0844 -4.0933
C -3.9273 -0.8832 -3.2973
N -5.2896 -1.1010 -3.5191
S -3.0725 -1.5979 -2.1004
H -3.4554 1.5284 -5.5676
H -5.0270 0.9225 -5.0636
H -3.9954 -0.0637 -6.1288
H -2.3882 0.1753 -3.9772
H -5.5558 -1.2424 -4.4845
H -5.6148 -1.8470 -2.9205



# 4
96
Properties=species:S:1:pos:R:3 method="wB97M-V/def2-TZVPD" multiplicity=1 orbital_gap_ha=0.321 total_charge=+1 de_lowest_kj_mol=10.1
Cd 1.5766 0.4422 0.7496
C 7.4146 -2.3195 0.7723
C 6.0613 -2.5680 0.1393
C 6.0477 -2.3434 -1.3584
O 5.0471 -1.7816 0.8421
P 4.5937 -0.2910 0.6104
S 3.6833 0.2855 2.3029
S 3.3800 -0.1214 -0.9953
O 5.9781 0.4285 0.3507
C 6.3457 1.8388 0.3314
C 6.6683 2.2901 1.7419
C 5.3086 2.7019 -0.3536
H 8.1307 -3.0418 0.3783
H 7.3611 -2.4420 1.8532
H 7.7736 -1.3165 0.5474
H 5.7448 -3.5893 0.3554
H 6.3489 -1.3257 -1.6072
H 5.0617 -2.5291 -1.7818
H 6.7586 -3.0286 -1.8206
H 7.2589 1.8327 -0.2652
H 5.7677 2.3261 2.3530
H 7.1143 3.2852 1.7091
H 7.3791 1.6099 2.2095
H 4.3750 2.7117 0.2114
H 5.0987 2.3537 -1.3631
H 5.6910 3.7223 -0.4070
C 2.2616 3.2438 3.8646
S 2.4481 3.5480 2.1131
C 1.7754 5.2048 2.0628
O 1.3749 2.7099 1.4423
H 2.8872 3.9531 4.4059
H 2.6060 2.2308 4.0604
H 1.2128 3.3582 4.1348
H 2.4259 5.8651 2.6354
H 0.7650 5.1973 2.4674
H 1.7668 5.5168 1.0211
S -0.2264 -3.8835 2.2950
C 0.9196 -4.0626 1.0400
C 1.4014 -2.8489 0.6755
N 0.8650 -1.7935 1.3661
C -0.0055 -2.1997 2.2471
H 1.1783 -5.0294 0.6437
H 2.1384 -2.6561 -0.0905
H -0.5503 -1.5371 2.9035
C -2.1688 0.6586 0.5810
C -3.4893 0.7680 -0.1679
As -4.9815 0.5527 1.1084
C -4.7146 -1.3754 1.3365
C -5.0434 -2.2866 0.3349
C -4.7872 -3.6389 0.5034
C -4.1923 -4.0956 1.6732
C -3.8691 -3.1974 2.6790
C -4.1362 -1.8436 2.5122
C -6.4695 0.4741 -0.1471
C -7.7258 0.1933 0.3857
C -8.8381 0.1085 -0.4362
C -8.7087 0.3169 -1.8025
C -7.4650 0.6072 -2.3401
C -6.3480 0.6823 -1.5169
P -0.6803 0.5464 -0.4806
C -0.7908 -1.0254 -1.3800
C 0.0952 -1.2357 -2.4378
C 0.1409 -2.4620 -3.0790
C -0.6926 -3.4933 -2.6651
C -1.5712 -3.2935 -1.6119
C -1.6216 -2.0651 -0.9676
C -0.8978 1.8548 -1.7062
C -0.3602 3.1076 -1.4164
C -0.5646 4.1650 -2.2904
C -1.2923 3.9720 -3.4552
C -1.8189 2.7212 -3.7509
C -1.6268 1.6626 -2.8777
H -2.1486 -0.2242 1.2293
H -2.0137 1.5223 1.2325
H -3.5714 -0.0027 -0.9376
H -3.5774 1.7418 -0.6510
H -5.5109 -1.9381 -0.5799
H -5.0593 -4.3399 -0.2758
H -3.9995 -5.1523 1.8069
H -3.4311 -3.5535 3.6031
H -3.9061 -1.1482 3.3130
H -7.8378 0.0382 1.4535
H -9.8074 -0.1149 -0.0104
H -9.5768 0.2558 -2.4452
H -7.3600 0.7748 -3.4043
H -5.3855 0.9035 -1.9609
H 0.7524 -0.4358 -2.7616
H 0.8280 -2.6137 -3.9009
H -0.6577 -4.4515 -3.1670
H -2.2260 -4.0910 -1.2854
H -2.3160 -1.9367 -0.1467
H 0.2178 3.2474 -0.5086
H -0.1495 5.1387 -2.0663
H -1.4464 4.7964 -4.1384
H -2.3786 2.5707 -4.6644
H -2.0333 0.6865 -3.1123



What is the multiplicity in the fourth record? 1